#w
Here is an isolated ion of composition C5H12N and charge +1 from OMol25. Energies are from ωB97M-V with the def2-TZVPD basis set.

```
18
Properties=species:S:1:pos:R:3:nbo_charge:R:1
N -1.65152 -0.49223 -1.41364 -0.686
C 2.78770 0.59069 0.25216 -0.668
C 0.52901 -0.46075 0.43226 -0.302
C 1.28777 0.62589 0.29646 -0.100
C -1.86143 0.19512 -0.06592 -0.206
C -0.92375 -0.45198 0.94861 -0.453
H -1.74239 1.26628 -0.19816 0.230
H 3.24125 0.28985 -0.69412 0.243
H -2.03883 -0.00024 -2.21839 0.446
H 0.81500 1.60082 0.40418 0.198
H 3.15049 -0.07521 1.02868 0.236
H -2.02219 -1.43617 -1.32661 0.442
H -1.16951 -1.50563 1.02782 0.223
H -1.04102 0.13010 1.85770 0.259
H 1.01193 -1.42251 0.57071 0.220
H -2.90991 0.04978 0.15951 0.228
H -0.63221 -0.48783 -1.54171 0.455
H 3.16960 1.58403 0.48045 0.236
```

As for the charge: +1. As for the multiplicity: 1.



#x
Here is an isolated ion of composition C5H12N and charge +1 from OMol25. Energies are from ωB97M-V with the def2-TZVPD basis set.

```
18
Properties=species:S:1:pos:R:3:nbo_charge:R:1
N 0.35604 0.61556 1.91579 -0.698
C 0.60045 -0.03315 -2.27702 -0.614
C 0.16620 0.77285 -1.03930 -0.392
C -0.48823 -0.37491 1.15037 0.133
C -0.99042 0.15118 -0.15521 -0.473
C -0.49021 -1.61874 1.58160 -0.352
H -1.65950 0.99322 -0.01273 0.229
H -1.06687 -2.37658 1.06066 0.245
H -1.46607 -0.51159 -0.87537 0.271
H -0.28374 -0.47398 -2.73629 0.217
H -0.34392 1.64745 -1.44635 0.226
H 1.08908 1.08336 -0.55052 0.173
H 0.21311 -2.14985 2.22140 0.234
H 1.31643 -0.80791 -2.03017 0.211
H 1.26282 0.54394 -2.93039 0.240
H 0.88600 0.22024 2.69608 0.454
H -0.22024 1.42504 2.14116 0.451
H 1.11905 0.89388 1.28630 0.445
```

As for the charge: +1. As for the multiplicity: 1.



Order of stability, best first: #w, #x



#w
Here is a 2-piece molecular cluster, H4OS2 overall from OMol25. Energies are from ωB97M-V with the def2-TZVPD basis set.

```
7
Properties=species:S:1:pos:R:3:nbo_charge:R:1
S 0.00000 0.00000 0.00000 -0.130
S -0.40034 1.06148 1.75052 -0.131
O -4.28178 1.56708 0.13257 -0.941
H 0.40300 1.05565 -0.73871 0.128
H -3.76289 0.74845 -0.03724 0.472
H -1.68877 1.41099 1.54981 0.131
H -3.78165 2.27793 -0.32874 0.470
```

As for the charge: 0. As for the multiplicity: 1.



#x
Here is a 2-piece molecular cluster, H4OS2 overall from OMol25. Energies are from ωB97M-V with the def2-TZVPD basis set.

```
7
Properties=species:S:1:pos:R:3:nbo_charge:R:1
S -1.39345 0.35851 -0.54603 -0.128
S -0.22716 -0.80557 0.87028 -0.125
O 2.73360 0.64423 -0.44177 -0.925
H 2.67863 1.20576 -1.23932 0.466
H 2.14957 1.10115 0.16831 0.460
H -0.98583 -1.84720 0.57486 0.132
H -0.46018 1.31248 -0.46806 0.120
```

As for the charge: 0. As for the multiplicity: 1.



Order of stability, best first: #w, #x



#w
Here is one molecule with the formula Br2HOPS from OMol25. Energies are from ωB97M-V with the def2-TZVPD basis set.

```
6
Properties=species:S:1:pos:R:3:nbo_charge:R:1
Br -1.98616 0.26789 1.30609 -0.203
Br 2.50515 1.13402 1.25367 -0.062
S 0.85950 1.35797 -0.35618 -0.173
P -0.89841 0.33821 -0.60058 0.953
O -0.21380 -1.15929 -0.51369 -1.045
H -0.26628 -1.93879 -1.08931 0.530
```

As for the charge: 0. As for the multiplicity: 1.



#x
Here is one molecule with the formula Br2HOPS from OMol25. Energies are from ωB97M-V with the def2-TZVPD basis set.

```
6
Properties=species:S:1:pos:R:3:nbo_charge:R:1
Br -0.64913 2.12576 0.83727 -0.271
Br -1.23747 -2.36967 1.08168 -0.058
S 0.76745 -1.28542 1.22774 -0.204
P 1.02710 0.68129 0.11835 1.032
O 0.49256 0.42137 -1.43092 -1.030
H -0.40052 0.42666 -1.83411 0.531
```

As for the charge: 0. As for the multiplicity: 1.



Order of stability, best first: #x, #w



#w
Here is a 2-piece molecular cluster, C4H5ClO overall from OMol25. Energies are from ωB97M-V with the def2-TZVPD basis set.

```
11
Properties=species:S:1:pos:R:3:nbo_charge:R:1
Cl -2.33788 -0.26813 1.09331 -0.170
O -1.25615 -1.37177 -1.00434 -0.729
C -0.80837 -0.83262 0.15471 0.089
C 1.25098 1.15272 0.77768 -0.159
C 1.64687 0.57753 -0.33155 -0.178
C 0.22237 0.91092 -0.25191 -0.203
H -1.92960 -2.03194 -0.83356 0.478
H 2.34932 0.32938 -1.11673 0.240
H -0.57255 1.59743 -0.76592 0.234
H 1.51622 1.53257 1.73773 0.234
H -0.08121 -1.59609 0.54060 0.165
```

As for the charge: 0. As for the multiplicity: 1.



#x
Here is C4H5ClO as an isolated structure from OMol25. Energies are from ωB97M-V with the def2-TZVPD basis set.

```
11
Properties=species:S:1:pos:R:3:nbo_charge:R:1
Cl -1.06054 -1.29899 1.31938 -0.089
O -0.06702 -1.16967 -1.18815 -0.552
C 0.14500 -0.62253 0.11854 0.193
C -0.66644 0.43775 -0.42877 0.351
C 1.51474 -0.49001 0.77262 -0.630
C -1.53753 1.20454 -0.97754 -0.478
H 2.24340 0.03320 0.01784 0.230
H -1.74576 2.03714 -0.39750 0.243
H -2.15282 0.94622 -1.79428 0.261
H 1.51365 0.34585 1.55578 0.237
H 1.81332 -1.42350 1.00209 0.233
```

As for the charge: 0. As for the multiplicity: 1.



Order of stability, best first: #x, #w



#w
Here is AlFO4P as an isolated structure from OMol25. Energies are from ωB97M-V with the def2-TZVPD basis set.

```
7
Properties=species:S:1:pos:R:3:nbo_charge:R:1
P -0.25366 0.92658 -0.97290 2.412
Al 0.40925 -1.12668 1.25680 1.087
F 0.47444 -2.78654 3.31080 -0.894
O -0.55539 -0.58534 -1.24940 -0.746
O -0.45013 1.90766 -2.05377 -1.091
O 1.25071 0.57037 -0.71214 -0.738
O -0.87523 1.09395 0.42061 -1.030
```

As for the charge: -1. As for the multiplicity: 1.



#x
Here is AlFO4P as an isolated structure from OMol25. Energies are from ωB97M-V with the def2-TZVPD basis set.

```
7
Properties=species:S:1:pos:R:3:nbo_charge:R:1
P -0.69964 0.22546 -0.78292 2.373
Al 0.25935 -0.51341 2.10880 0.888
F 3.07452 -0.61197 1.42940 -0.912
O -1.54325 0.91000 0.29725 -0.831
O -0.70655 -1.29750 -0.43836 -0.889
O -1.08019 0.55889 -2.23136 -0.936
O 0.69578 0.72852 -0.38282 -0.693
```

As for the charge: -1. As for the multiplicity: 1.



Order of stability, best first: #w, #x



#w
Here is an isolated ion of composition C7H15N4 and charge +1 from OMol25. Energies are from ωB97M-V with the def2-TZVPD basis set.

```
26
Properties=species:S:1:pos:R:3:nbo_charge:R:1
N 0.95244 -0.37080 -2.07929 -0.300
N -1.29172 0.75697 -1.44362 -0.727
N 1.96721 -2.26703 -1.71366 -0.184
N 1.90022 -1.16925 -2.40077 -0.098
C 0.86540 1.49823 0.73441 -0.614
C 0.16686 -0.74221 1.75352 -0.665
C 0.93407 -2.21865 -0.88831 -0.083
C 0.32758 -1.00785 -1.04799 0.027
C -0.25479 0.47831 0.95482 -0.004
C -0.79152 -0.27101 -0.45003 -0.062
C -1.45327 1.05614 1.61321 -0.629
H 0.86560 2.13507 1.64838 0.247
H 1.19464 -1.07089 1.46142 0.239
H -0.61552 1.63987 -1.50722 0.457
H -1.31874 1.31953 2.76717 0.245
H 1.83913 1.23605 0.55420 0.236
H 0.62171 -3.14530 -0.51851 0.245
H -0.53041 -1.50665 2.01443 0.237
H -1.61114 -0.91768 -0.06485 0.253
H -1.84540 1.90228 1.20121 0.206
H -2.22423 1.23154 -1.40429 0.461
H -2.20186 0.34028 1.64097 0.212
H -1.08980 0.40929 -2.42803 0.470
H 0.46848 -0.39646 2.83827 0.243
H 2.51091 -1.01182 -3.10349 0.411
H 0.61417 2.09204 -0.13194 0.179
```

As for the charge: +1. As for the multiplicity: 1.



#x
Here is an isolated ion of composition C7H15N4 and charge +1 from OMol25. Energies are from ωB97M-V with the def2-TZVPD basis set.

```
26
Properties=species:S:1:pos:R:3:nbo_charge:R:1
N 0.24806 2.27436 0.07829 -0.636
N -1.12702 -0.25266 0.29713 -0.404
N 0.66867 -1.63790 -0.46917 -0.664
N 2.12398 0.81573 0.83573 -0.325
C 2.76588 -0.46830 0.60058 -0.255
C 1.15035 1.37042 0.38494 0.635
C -0.39062 -0.82854 -0.82317 -0.235
C -0.88304 1.99588 -0.76184 -0.253
C -1.87957 0.97041 -0.15728 -0.216
C -2.12554 -1.13378 1.03624 -0.450
C 2.06593 -1.26403 -0.57936 -0.211
H -1.42979 -1.87410 1.63175 0.242
H -2.74935 -1.65360 0.23649 0.240
H -0.67423 1.46798 -1.76820 0.260
H 2.87063 -0.96448 1.61080 0.239
H 0.51784 -2.64467 -0.40797 0.375
H -2.47539 0.73558 -0.94732 0.225
H 3.80125 -0.28952 0.16706 0.244
H 0.62656 3.18815 0.27775 0.454
H -1.56051 2.96080 -0.93549 0.251
H 2.27344 -0.68603 -1.48684 0.206
H -2.82192 -0.48705 1.73021 0.234
H 2.76237 -2.24583 -0.67635 0.229
H -1.04458 -1.17663 -1.48315 0.161
H -0.38248 0.26714 0.91144 0.433
H -2.33096 1.56065 0.69772 0.222
```

As for the charge: +1. As for the multiplicity: 1.



Order of stability, best first: #w, #x